# C5H31NO11S

11 unconnected molecules or ions with the total composition C5H31NO11S in a non-equilibrium geometry (ωB97M-V/def2-TZVPD, the OMol25 dataset).

```
49
Properties=species:S:1:pos:R:3:forces:R:3
C -0.872 -1.589 -0.838 0.0 -0.1 0.4
C 0.139 -1.159 -1.878 1.2 -0.7 -1.5
C 0.692 0.234 -1.624 1.4 1.4 0.0
C -0.121 1.350 -2.250 -1.0 0.5 1.2
S 0.373 3.097 -1.857 0.1 -0.6 -0.2
N 1.301 -2.080 -2.054 -1.7 0.9 0.2
C 1.080 -3.201 -2.769 0.5 -1.2 1.0
O 1.808 -4.176 -2.787 0.5 0.0 -0.1
H -1.474 -2.456 -1.110 0.2 0.0 -0.4
H -0.343 -1.882 0.068 0.0 0.2 0.3
H -1.570 -0.772 -0.643 0.1 0.0 0.2
H -0.313 -1.259 -2.869 -0.3 0.7 0.1
H 0.866 0.322 -0.553 -1.0 0.2 0.2
H 1.728 0.504 -1.893 0.0 -1.2 -0.9
H -1.103 1.268 -1.812 -0.7 0.0 -0.3
H -0.201 1.317 -3.328 0.1 -0.4 -0.1
H 0.310 3.472 -3.143 0.1 0.2 0.2
H 1.993 -2.016 -1.323 0.4 -0.8 -0.2
H 0.105 -3.273 -3.273 0.0 0.6 -0.2
O -0.142 1.175 1.614 0.6 -0.4 -0.1
H 0.347 0.578 2.212 -0.4 0.7 0.1
H 0.469 1.211 0.868 -0.3 0.2 -0.1
O 3.623 -3.171 -0.304 -0.3 -0.6 0.0
H 3.505 -3.791 -1.044 0.0 0.4 -0.3
H 3.388 -3.759 0.424 0.1 0.3 0.3
O -3.780 1.528 -1.798 -0.4 0.2 -0.4
H -4.655 1.710 -1.438 0.0 -0.2 0.0
H -3.231 2.235 -1.452 0.2 -0.1 0.1
O 0.634 -2.362 3.061 0.0 0.1 -0.1
H 0.502 -2.291 4.013 0.1 0.0 0.0
H 0.049 -1.680 2.711 0.0 -0.1 0.0
O 2.195 -0.504 1.152 0.3 -0.7 0.0
H 2.267 -1.370 1.590 -0.3 0.2 0.3
H 2.626 -0.702 0.311 0.2 0.2 0.0
O 4.204 1.607 1.296 0.9 0.6 1.0
H 4.187 1.762 0.352 -0.6 -0.4 -0.1
H 3.512 1.042 1.650 -0.2 -0.2 -1.0
O -4.893 -0.198 1.069 -0.1 -0.1 -0.3
H -5.040 0.342 1.849 0.1 0.0 0.0
H -4.118 0.200 0.630 0.0 0.0 0.3
O 0.961 0.594 3.862 0.7 0.1 0.9
H 1.912 0.732 3.775 0.1 -0.3 -0.2
H 0.740 1.255 4.531 -0.4 -0.1 -0.2
O -2.455 3.972 1.050 -0.9 0.1 0.6
H -2.558 4.045 0.100 0.8 0.2 -0.1
H -1.541 3.850 1.321 0.2 0.0 -0.6
O -2.527 1.225 0.587 -0.3 -0.6 -0.3
H -1.760 0.943 1.133 -0.3 0.8 -0.2
H -2.821 2.121 0.813 0.6 -0.3 0.5
```
Forces are in eV/Å.

Results
HOMO: -9.5 eV
Total energy: -1489.66868 a.u.
Energy above the lowest of the compared OMol25 structures with the same formula, charge and spin: 25.5 kcal per mole
SMILES: C[C@@H](CCS)NC=O.O.O.O.O.O.O.O.O.O.O
2S+1: 1
Lowest unoccupied orbital energy: -0.12 eV
Gap between HOMO and LUMO: 0.3464 Ha

# C5H31NO12

11 unconnected molecules or ions with the total composition C5H31NO12 in a non-equilibrium geometry (ωB97M-V/def2-TZVPD, the OMol25 dataset).

```
49
Properties=species:S:1:pos:R:3:forces:R:3
C -2.035 -2.926 0.241 0.2 -1.3 1.1
C -2.190 -1.467 -0.093 -1.0 0.8 0.1
O -1.518 -0.543 0.781 -2.4 0.7 -1.2
C -1.939 -1.145 -1.580 -0.1 3.0 0.2
C -3.098 -0.408 -2.206 -1.5 0.4 0.0
N -0.782 -0.207 -1.715 -0.9 -1.5 -0.9
C -0.132 -0.351 -2.904 0.8 -0.5 2.1
O 1.055 -0.103 -2.980 0.0 0.3 -1.1
H -2.948 -3.558 0.294 0.4 0.8 -0.3
H -1.545 -3.052 1.192 -0.5 0.5 1.2
H -1.243 -3.490 -0.223 0.0 0.1 -1.5
H -3.212 -1.125 0.082 -0.2 -0.6 -0.1
H -0.729 -0.898 1.055 3.1 -1.5 1.2
H -1.799 -2.016 -2.163 0.5 -1.1 -0.3
H -3.971 -1.052 -2.182 -0.3 -0.2 -0.5
H -3.451 0.496 -1.715 0.5 0.0 1.0
H -2.950 0.021 -3.197 0.4 -0.8 -0.4
H -0.228 -0.143 -0.881 0.5 0.4 0.1
H -0.733 -0.856 -3.662 0.0 0.3 -0.6
O -1.860 2.896 1.690 -0.3 1.7 -0.3
H -1.415 2.303 2.286 0.4 -0.9 0.6
H -1.775 3.737 2.182 -0.2 -0.5 -0.6
O 3.647 -0.135 -3.063 4.2 1.2 1.9
H 2.958 -0.467 -3.538 -3.3 -1.0 -1.7
H 3.350 0.206 -2.218 -0.4 0.0 -0.2
O 2.463 3.611 1.538 0.2 0.7 2.9
H 2.760 2.835 1.145 1.4 -2.7 -0.9
H 2.104 3.951 0.765 -1.5 1.8 -2.2
O 0.900 -0.826 3.637 -1.8 -1.2 -0.3
H 1.602 -1.438 3.494 0.7 -0.5 -0.1
H 1.272 -0.025 3.965 0.9 1.4 0.1
O 1.859 2.355 -1.033 1.7 -1.2 -0.5
H 1.934 1.761 -1.818 -0.3 0.9 0.8
H 1.050 2.852 -1.143 -0.9 0.1 -0.2
O 1.798 1.657 3.700 2.1 0.4 -3.2
H 1.101 2.116 4.109 -1.5 1.1 0.7
H 1.914 2.109 2.769 -0.5 -1.0 2.8
O -0.660 2.950 -1.328 -1.3 -0.3 0.1
H -1.285 3.101 -0.568 0.8 -0.7 -0.9
H -0.868 2.084 -1.767 -0.1 1.1 1.0
O -0.981 1.365 3.807 0.6 -2.2 -1.3
H -0.801 0.469 3.348 0.0 1.9 1.0
H -1.789 1.169 4.272 -0.6 0.1 0.4
O 0.944 -3.395 0.277 3.0 -1.4 -1.4
H 1.421 -4.095 0.790 -1.0 0.7 0.1
H 1.644 -3.427 -0.476 -1.7 0.7 1.3
O 3.318 -2.712 -1.571 -0.7 0.4 0.0
H 2.721 -1.991 -1.826 -0.2 -0.4 -0.1
H 4.122 -2.194 -1.567 0.8 -0.2 0.0
```
Forces are in eV/Å.

Results
HOMO: -10.5 eV
Total energy: -1166.69617 a.u.
Energy above the lowest of the compared OMol25 structures with the same formula, charge and spin: 100.2 kcal per mole
SMILES: C[C@@H](O)[C@@H](C)NC=O.O.O.O.O.O.O.O.O.O.O
2S+1: 1
Lowest unoccupied orbital energy: 0.26 eV
Gap between HOMO and LUMO: 0.3949 Ha

# C5H32F3N2O11S

11 unconnected molecules or ions with the total composition C5H32F3N2O11S in a non-equilibrium geometry (ωB97M-V/def2-TZVPD, the OMol25 dataset).

```
54
Properties=species:S:1:pos:R:3:forces:R:3
C -4.312 0.184 -1.557 -0.3 0.6 0.4
C -2.718 -0.298 -1.716 -2.6 -0.3 -1.1
N -1.972 0.388 -0.593 -2.5 0.7 -1.3
N -0.598 0.231 -0.679 1.8 -1.0 0.3
S 0.131 1.173 -1.997 1.2 0.8 -1.7
C -0.117 -1.202 -0.748 2.1 -2.7 0.3
C -0.762 -2.204 0.381 -0.2 -1.0 0.4
O -0.806 -3.639 -0.056 0.5 2.9 -1.0
C 0.177 -2.224 1.764 -0.2 -1.9 0.3
F 0.179 -0.862 2.390 0.4 -4.4 -1.7
F 1.568 -2.701 1.464 -4.5 2.1 1.3
F -0.432 -3.271 2.660 2.4 4.2 -2.6
H -4.735 0.673 -2.537 1.1 -1.1 1.9
H -5.020 -0.697 -1.235 1.6 1.7 -0.6
H -4.385 1.031 -0.719 0.2 -1.9 -1.7
H -2.401 0.032 -2.796 -0.1 -0.6 2.1
H -2.739 -1.466 -1.661 0.5 2.3 0.2
H -2.127 1.426 -0.769 0.0 -1.6 0.6
H -0.195 0.659 0.207 -0.5 -0.6 -1.1
H 0.339 0.335 -3.127 -0.5 0.3 1.7
H -0.214 -1.667 -1.841 -0.2 1.3 2.5
H 1.057 -1.172 -0.537 -2.5 0.1 -0.6
H -1.860 -1.916 0.695 2.3 -0.3 -0.5
H -0.624 -3.698 -1.047 -0.1 0.3 1.8
O -2.512 -2.501 5.209 0.4 0.2 -0.3
H -1.864 -2.925 4.627 -0.2 0.1 0.3
H -2.137 -1.623 5.378 -0.2 -0.3 0.0
O -5.297 1.956 -4.122 -0.2 0.4 -0.3
H -6.237 2.188 -4.078 0.3 -0.1 0.0
H -4.924 2.606 -4.735 -0.1 -0.2 0.2
O 4.198 -3.420 -0.160 -0.5 0.3 0.5
H 3.384 -3.487 0.361 0.4 -0.1 0.0
H 4.489 -2.507 -0.023 0.1 -0.3 -0.2
O 0.560 -4.831 -2.455 -0.3 -0.2 0.1
H 1.009 -5.387 -3.111 -0.1 0.3 0.1
H -0.059 -5.436 -2.020 0.3 -0.1 -0.1
O 3.819 -2.969 -2.869 -0.4 -0.2 -0.4
H 3.046 -3.306 -2.392 0.5 0.0 0.0
H 4.365 -3.756 -3.017 -0.1 0.3 0.2
O 2.597 2.590 0.268 -0.5 -0.4 0.2
H 1.692 2.372 0.002 0.4 0.1 -0.2
H 2.920 1.778 0.686 0.1 0.2 -0.1
O 5.293 3.654 2.051 -0.3 -0.6 0.0
H 4.388 3.436 1.785 0.3 0.3 0.1
H 5.616 2.842 2.469 0.0 0.3 -0.1
O -0.519 1.765 3.926 0.5 0.1 -0.4
H 0.137 2.232 4.465 -0.2 -0.1 0.0
H 0.015 1.219 3.330 -0.2 0.1 0.4
O 1.062 4.581 1.971 -0.3 -0.5 -0.2
H 1.510 4.026 1.315 0.2 0.3 0.3
H 0.443 3.976 2.406 0.1 0.3 0.0
O 1.970 7.608 1.105 -0.2 -0.4 -0.3
H 1.379 6.922 1.451 0.2 0.1 0.0
H 2.223 7.280 0.230 0.0 0.2 0.3
```
Forces are in eV/Å.

Results
HOMO: -12.6 eV
Total energy: -1844.14115 a.u.
2S+1: 1
Lowest unoccupied orbital energy: -4.62 eV
Net charge: +1
Gap between HOMO and LUMO: 0.2933 Ha

# C5H32N2O11

11 unconnected molecules or ions with the total composition C5H32N2O11 in a non-equilibrium geometry (ωB97M-V/def2-TZVPD, the OMol25 dataset).

```
50
Properties=species:S:1:pos:R:3:forces:R:3
C -0.201 0.894 0.529 0.1 2.4 -1.7
C 0.776 0.021 -0.165 -2.7 -3.7 -0.8
C 0.604 -0.132 -1.722 3.0 1.9 -1.6
N 0.181 -1.320 -2.431 -3.9 -1.5 0.6
C 0.725 -2.525 -1.846 1.8 -2.2 -0.9
C -0.218 1.019 -2.241 -1.7 3.0 -0.9
N 0.329 1.948 -3.123 1.5 -2.4 1.2
O -1.367 1.344 -1.907 0.0 -1.5 0.3
H -0.244 1.913 0.110 0.3 -0.1 0.0
H -1.188 0.547 0.264 -0.2 -0.4 0.8
H 0.108 1.111 1.513 -0.3 -0.4 1.3
H 1.770 0.061 0.115 2.2 0.8 0.4
H 0.487 -0.993 0.251 0.5 0.7 -0.6
H 1.703 0.008 -2.254 -2.6 0.1 1.8
H -0.905 -1.503 -2.498 2.6 1.3 0.5
H 0.113 -3.358 -1.370 0.0 1.9 0.2
H 1.617 -2.275 -1.227 -0.9 -0.5 -0.3
H 1.097 -3.137 -2.700 0.3 0.3 0.2
H 1.118 1.536 -3.596 0.2 0.6 -0.6
H -0.329 2.538 -3.583 -0.2 0.2 -0.3
O -2.855 -1.013 -1.960 -1.8 -0.2 -1.8
H -3.495 -1.159 -2.770 2.0 1.1 2.5
H -2.620 -0.052 -1.814 -0.2 -1.0 -0.8
O 2.300 3.168 -0.216 0.9 -0.8 0.3
H 1.642 3.129 -0.910 -0.3 -0.1 -0.3
H 2.770 2.305 -0.264 -0.6 0.9 0.0
O 2.051 -2.876 0.911 0.9 -1.9 2.3
H 2.412 -3.768 1.276 -0.9 2.3 -1.0
H 1.924 -2.364 1.749 0.1 -0.4 -0.8
O -3.618 0.506 1.041 -3.0 -1.8 1.3
H -2.886 1.010 0.860 2.6 2.0 -0.8
H -4.038 0.280 0.227 -0.3 -0.1 -0.9
O 3.129 -0.899 -3.244 -1.3 2.4 -3.2
H 2.635 -1.605 -3.638 0.1 -1.0 0.6
H 3.671 -1.000 -2.523 1.6 -1.5 2.3
O -0.012 1.233 3.874 4.4 0.2 0.5
H -0.687 1.483 4.403 -2.8 2.1 3.9
H -0.589 0.915 3.253 -1.8 -1.6 -3.6
O 0.743 -1.275 3.921 -0.1 -0.1 0.3
H 0.037 -0.777 3.457 0.6 -0.6 0.6
H 0.877 -0.777 4.757 -0.2 -0.3 -1.1
O -1.810 -0.204 2.641 -0.2 -0.8 0.3
H -1.930 -0.590 1.768 0.8 0.0 -0.8
H -2.655 -0.536 2.943 -0.5 0.3 1.1
O 1.114 3.216 2.661 -1.5 5.1 -2.0
H 1.298 2.444 3.053 1.2 -4.4 2.0
H 1.710 3.449 1.955 0.4 -0.3 -0.3
O -1.619 -2.325 0.664 0.6 -1.5 1.4
H -1.244 -2.986 1.306 0.2 1.3 -0.5
H -2.307 -2.901 0.338 -0.8 0.3 -0.8
```
Forces are in eV/Å.

Results
HOMO: -8.5 eV
Total energy: -1146.73397 a.u.
Energy above the lowest of the compared OMol25 structures with the same formula, charge and spin: 132.7 kcal per mole
SMILES: CC[C@@H](NC)C(N)=O.O.O.O.O.O.O.O.O.O.O
2S+1: 1
Lowest unoccupied orbital energy: 0.22 eV
Gap between HOMO and LUMO: 0.3201 Ha

# C5H32N2O9

10 unconnected molecules or ions with the total composition C5H32N2O9 in a non-equilibrium geometry (ωB97M-V/def2-TZVPD, the OMol25 dataset).

```
48
Properties=species:S:1:pos:R:3:forces:R:3
C 1.817 -1.834 2.310 1.6 1.0 -0.4
C 1.350 -0.618 1.505 -1.0 -1.2 -0.2
N 0.081 -0.998 0.794 1.6 1.8 0.9
C -0.037 -0.162 -0.429 -2.3 -1.1 0.5
C 0.290 -0.917 -1.711 0.3 0.7 -0.8
C 1.778 -0.660 -2.114 -0.6 -0.3 -0.1
N 2.261 0.695 -2.063 0.3 0.1 -0.4
H 2.908 -1.787 2.421 -0.1 0.4 0.4
H 1.388 -1.827 3.306 -0.2 -0.6 0.0
H 1.772 -2.741 1.708 -0.9 -0.2 0.3
H 1.089 0.247 2.109 0.4 -0.1 0.4
H 2.113 -0.267 0.819 0.2 -0.3 -0.3
H 0.016 -2.000 0.677 0.3 0.1 -0.9
H -1.060 0.220 -0.304 -0.2 -0.2 -1.1
H 0.522 0.767 -0.390 0.7 -0.2 0.4
H 0.070 -1.987 -1.738 0.3 0.2 0.8
H -0.335 -0.599 -2.553 0.0 0.7 0.1
H 2.452 -1.250 -1.490 -0.1 -0.2 0.0
H 1.849 -1.025 -3.141 0.4 -0.1 0.0
H 1.779 1.371 -2.635 -0.2 0.0 0.1
H 2.537 1.055 -1.163 -0.2 0.0 0.1
O -0.454 3.683 -2.673 -0.2 -1.3 1.4
H -0.864 2.856 -2.341 -0.7 -0.3 -1.7
H -0.153 3.795 -1.768 0.6 1.5 0.2
O 3.573 1.696 0.692 0.5 -0.9 0.1
H 4.102 2.387 0.292 -0.2 0.2 0.1
H 2.917 2.073 1.279 0.0 0.3 -0.1
O -3.016 -1.997 -1.310 -0.4 0.8 -0.3
H -3.638 -1.354 -0.946 0.0 -0.3 0.5
H -2.713 -1.465 -2.061 0.5 -0.4 0.0
O -0.749 -3.579 -0.545 -1.2 -1.7 1.6
H -0.737 -4.500 -0.223 1.3 -0.2 -0.7
H -1.603 -3.480 -0.082 -0.2 1.6 -0.8
O 1.502 3.386 0.078 -0.3 0.0 0.1
H 2.098 3.996 0.517 0.0 0.2 0.0
H 1.243 3.838 -0.726 0.3 0.1 -0.1
O -3.517 0.890 0.652 0.2 -0.1 -0.6
H -3.132 0.973 1.531 -0.1 0.1 0.1
H -4.462 1.039 0.708 0.0 0.1 0.4
O -0.916 1.128 2.894 -0.4 0.2 0.2
H -1.101 0.535 3.634 0.0 0.0 0.0
H -0.849 0.508 2.159 0.1 -0.1 -0.3
O -1.408 -1.818 3.162 -0.2 0.2 0.0
H -0.979 -1.476 2.348 -0.1 -0.2 0.0
H -0.757 -2.385 3.580 0.1 -0.1 0.0
O -2.688 1.237 -2.445 0.5 -0.1 0.0
H -3.551 1.101 -2.840 -0.2 0.1 0.1
H -2.784 1.248 -1.483 -0.3 -0.1 0.0
```
Forces are in eV/Å.

Results
HOMO: -8.3 eV
Total energy: -996.30360 a.u.
Energy above the lowest of the compared OMol25 structures with the same formula, charge and spin: 58.5 kcal per mole
SMILES: CCNCCCN.O.O.O.O.O.O.O.O.O
2S+1: 1
Lowest unoccupied orbital energy: 0.17 eV
Gap between HOMO and LUMO: 0.3122 Ha

# C5H33N2O9S

10 unconnected molecules or ions with the total composition C5H33N2O9S in a non-equilibrium geometry (ωB97M-V/def2-TZVPD, the OMol25 dataset).

```
50
Properties=species:S:1:pos:R:3:forces:R:3
N -0.385 0.247 0.870 -0.3 -4.2 -0.3
C 0.765 -0.355 0.025 -1.6 3.5 0.2
C 1.940 0.606 0.286 0.3 0.8 0.1
C 3.295 -0.087 0.188 1.0 -1.3 -0.2
S 3.644 -0.939 1.794 -0.2 -0.2 -0.1
C 0.347 -0.252 -1.414 1.0 -2.3 -1.5
N -0.710 -1.230 -1.715 -0.4 -0.5 -0.1
C -1.212 -1.040 -3.118 0.7 1.6 1.7
H -0.538 1.152 0.573 -0.6 2.6 -0.7
H -1.304 -0.307 0.672 1.8 1.4 0.6
H -0.139 0.227 1.934 -1.1 -0.1 -0.7
H 0.758 -1.358 0.341 0.9 -1.3 0.4
H 1.862 1.022 1.341 -0.1 -0.1 -1.3
H 1.791 1.436 -0.503 0.7 -1.1 1.6
H 3.256 -0.866 -0.570 -0.3 -0.2 -0.1
H 4.261 0.390 -0.044 -1.1 0.9 0.0
H 4.391 -1.967 1.331 -0.2 0.3 0.0
H 0.194 0.712 -1.914 -0.9 0.2 1.1
H 1.180 -0.574 -2.041 0.8 -0.2 0.3
H -2.091 -2.325 -0.342 -2.2 -2.2 0.6
H -1.244 -1.907 -3.726 -0.8 -1.1 -0.1
H -0.569 -0.369 -3.701 0.3 0.0 0.3
H -2.083 -0.450 -2.873 -0.9 -0.4 -1.2
H 2.192 4.116 -1.744 -1.3 -0.9 0.2
H 0.760 3.267 -1.524 1.2 0.8 -0.5
O 1.701 3.402 -1.269 -0.1 0.2 0.1
H 2.656 -3.061 -3.649 0.1 0.3 0.8
H 2.786 -1.757 -4.210 0.2 1.4 -1.3
O 2.759 -2.135 -3.354 -0.3 -1.6 0.5
H -2.007 4.464 -0.236 0.4 0.7 0.3
H -0.372 4.131 0.079 -3.7 -0.6 -0.8
O -1.345 3.777 -0.168 3.5 0.1 0.9
H -4.402 0.296 0.891 1.8 -0.2 -0.4
H -3.754 -1.036 0.925 0.5 -0.3 -0.1
O -3.500 -0.120 0.746 -2.1 0.4 0.5
H -1.138 -0.231 3.789 -1.2 -1.3 1.0
H 0.302 0.628 4.002 -2.2 -1.1 -1.5
O -0.498 0.294 3.369 3.4 2.3 0.9
H -2.872 -3.649 -0.598 -0.9 -4.5 -5.0
H -0.469 -2.214 -1.490 0.6 1.1 -0.6
O -2.751 -3.060 0.028 3.1 6.9 4.3
H 2.407 1.332 4.274 2.3 1.0 -1.3
H 1.922 0.306 5.288 -0.5 1.1 -1.0
O 1.632 1.011 4.644 -1.6 -2.1 2.6
H -2.369 2.389 -2.711 -0.4 0.0 -1.1
H -1.976 2.482 -1.342 0.3 0.6 1.5
O -1.856 1.905 -2.076 0.1 -0.7 -0.7
H -2.061 -3.110 2.299 -0.5 1.5 2.0
H -3.009 -2.703 3.527 0.7 0.0 -0.5
O -2.147 -2.490 3.112 -0.3 -1.4 -1.6
```
Forces are in eV/Å.

Results
HOMO: -11.5 eV
Total energy: -1394.85995 a.u.
Energy above the lowest of the compared OMol25 structures with the same formula, charge and spin: 83.1 kcal per mole
2S+1: 1
Lowest unoccupied orbital energy: -2.24 eV
Net charge: +1
Gap between HOMO and LUMO: 0.3408 Ha